The following is a quantum chemistry calculation of C6H8N2O in the gas phase in a non-equilibrium geometry, from the OMol25 dataset.

Bonds (Å) are listed after each position.
Atoms and positions in Å:
1 O 1.86945 2.13712 -0.07254  C5 1.160
2 N -0.73692 -0.29731 -0.24432  C4 1.444, C6 1.412, C9 1.407
3 N -0.91270 1.94887 -0.01936  C6 1.317, C7 1.380
4 C -2.12442 0.09893 -0.30525  N2 1.444, C7 1.357, H16 1.286
5 C 1.41324 1.09840 0.17031  O1 1.160, C6 1.513, C8 1.557
6 C -0.07232 0.93556 -0.06425  N2 1.412, N3 1.317, C5 1.513
7 C -2.18589 1.45106 -0.21111  N3 1.380, C4 1.357, H10 0.999
8 C 2.27475 -0.10067 0.66493  C5 1.557, H12 0.948, H13 1.065, H15 1.168
9 C -0.31668 -1.63460 -0.36919  N2 1.407, H11 0.920, H14 1.040, H17 1.156
10 H -3.00338 2.02325 -0.16524  C7 0.999
11 H -1.04510 -2.17403 -0.52501  C9 0.920
12 H 3.14939 0.26401 0.63324  C8 0.948
13 H 2.31286 -0.87949 -0.06039  C8 1.065
14 H 0.39965 -1.61149 -1.12214  C9 1.040
15 H 1.97553 -0.58662 1.68455  C8 1.168
16 H -2.99238 -0.76185 -0.70317  C4 1.286
17 H -0.00507 -1.91113 0.70893  C9 1.156

Output
SMILES string: CC(=O)c1nccn1C
LUMO level: 0.0240 hartree
relative energy (zero: lowest compared OMol25 entry of this formula, charge and spin): 68.15 kcal/mol
net charge: 0
E_tot: -11376.391 eV
spin multiplicity: 1
orbital gap: 9.76 eV